The following is a DFT calculation (the ωB97M-V functional and the def2-TZVPD basis) of an isolated molecule of C2H4N2OS at a distorted geometry.

M: 104.134 g mol⁻¹
frontier orbital gap: 10.36 eV
multiplicity: 1
SMILES: N#C[C@@](N)(O)S
energy above the lowest of the compared OMol25 structures with the same formula, charge and spin: 51.5 kcal per mole
F_max: 0.036 Eh/bohr
total charge: 0

```
10
Properties=species:S:1:pos:R:3:forces:R:3
N 0.8032 0.4830 2.5217 0.1 0.1 0.6
C 0.4186 0.2862 1.4644 -0.1 0.7 -1.0
C 0.0227 0.0155 0.0519 0.2 0.2 -0.3
N 0.6337 -1.2513 -0.2036 -0.3 0.6 0.4
O -1.3619 -0.1191 -0.1184 -0.3 0.1 1.6
S 0.3223 1.5443 -1.1044 -0.1 -0.6 0.2
H 0.1841 -1.6955 -0.9476 -0.9 -0.8 -1.4
H 1.6180 -1.2948 -0.3667 0.6 0.5 0.2
H -1.7209 0.6456 0.3897 -0.1 -0.8 -0.6
H -0.9198 1.3861 -1.6870 1.1 0.1 0.4
```
Forces are in eV/Å.



The following is a DFT calculation (the ωB97M-V functional and the def2-TZVPD basis) of C26H36AsClIOP2Pr as an isolated structure at a distorted geometry.

M: 804.708 g mol⁻¹
frontier orbital gap (spin up / spin down): 7.25 / 7.43 eV
multiplicity: 3
energy above the lowest of the compared OMol25 structures with the same formula, charge and spin: 0.0 kcal per mole
F_max: 0.091 Eh/bohr
⟨S²⟩: 2.00
total charge: +2

```
69
Properties=species:S:1:pos:R:3:forces:R:3
C 0.0768 0.0851 -5.4256 -0.1 1.4 -1.1
C 0.0825 -0.5052 -4.1140 0.3 0.9 3.2
H 0.0829 1.1799 -5.3268 0.0 -0.4 -0.4
H -0.8243 -0.2796 -5.9508 0.2 0.3 0.2
H 0.9163 -0.2832 -6.0458 -0.2 0.2 0.4
O 0.1271 0.0799 -2.9837 -0.5 -1.3 -3.1
I 0.3319 -4.1311 -1.1634 -0.5 1.2 0.7
Pr -0.1746 -1.0137 -0.8277 1.0 -3.3 -3.1
P 2.7905 -1.1209 -1.8793 1.2 -0.1 -0.2
C 3.9602 -0.1182 -0.8759 -0.2 0.3 0.2
C 3.5556 -2.7668 -1.7611 -0.3 -0.2 0.2
H 4.6066 -2.7340 -2.0560 -0.1 0.1 0.1
H 4.5266 -0.7761 -3.5743 -0.4 0.0 0.1
H 3.0046 -3.4658 -2.3913 0.1 0.0 0.0
H 3.0236 -1.3419 -4.3355 0.0 -0.1 0.2
H 3.8427 -0.3875 0.1905 0.2 0.2 -0.4
H 3.4563 -3.1163 -0.7337 0.1 -0.1 0.0
C 3.4284 -0.6862 -3.5583 -0.4 0.3 -0.2
H 4.9965 -0.2885 -1.2262 -0.5 0.0 0.3
H 3.1678 0.3387 -3.8369 0.1 0.0 0.1
H 3.7117 0.9528 -1.0005 0.2 -0.4 0.1
P -2.8419 -1.1465 -1.9460 -1.6 0.0 -0.4
C -3.9799 -0.1628 -0.8868 0.2 0.3 0.2
C -3.4661 -0.6943 -3.6085 0.3 0.3 -0.3
H -2.9323 -3.5073 -2.4216 -0.1 0.0 0.0
H -4.5646 -2.8396 -2.1070 0.1 0.0 0.1
H -3.4212 -3.1668 -0.7629 -0.1 -0.1 -0.1
C -3.5154 -2.8261 -1.7977 0.2 -0.2 0.2
H -3.0714 -1.3615 -4.3797 0.0 -0.1 0.1
H -4.5646 -0.7518 -3.6259 0.4 0.0 0.1
H -5.0182 -0.2526 -1.2646 0.5 0.0 0.3
H -3.6768 0.9041 -0.9246 -0.3 -0.5 0.1
H -3.1699 0.3229 -3.8794 -0.1 0.0 0.1
H -3.9045 -0.5072 0.1642 -0.2 0.2 -0.5
Cl 0.0160 -2.1912 -4.1837 -0.1 -0.8 0.4
C -0.5260 5.2330 2.0892 0.0 -0.2 -0.5
C -0.3940 4.7705 0.7773 0.0 -0.1 -0.2
C -0.2613 3.4064 0.5017 0.0 0.0 0.9
C -0.2479 2.5027 1.5752 -0.2 0.5 -0.3
C -0.4195 2.9503 2.8884 0.1 0.3 0.1
C -0.5484 4.3236 3.1382 0.1 -0.6 -0.1
As 0.0139 0.6265 1.2566 0.2 2.1 4.1
C 1.6656 0.3111 2.2881 0.7 0.0 -0.5
C 2.1120 -0.9822 2.5879 0.1 0.0 0.0
C 3.2956 -1.1828 3.2987 0.2 0.2 0.0
C 4.0833 -0.0819 3.6642 -0.4 0.0 0.1
C 3.7082 1.2051 3.2703 -0.3 -0.1 -0.2
C 2.5132 1.3948 2.5544 0.1 0.2 -0.1
C -1.4357 -0.0746 2.4376 -0.5 -0.4 -0.8
C -1.3696 -1.3491 3.0084 -0.1 -0.1 -0.2
C -2.4478 -1.8712 3.7277 -0.2 0.2 0.1
C -3.6296 -1.1288 3.8392 0.3 0.1 0.1
C -3.7491 0.1018 3.1842 0.2 0.0 -0.1
C -2.6609 0.6141 2.4692 -0.1 0.3 -0.3
H -0.6279 6.3001 2.2749 0.0 -0.2 0.0
H -0.3820 5.4737 -0.0488 0.0 0.0 0.1
H -0.1541 3.0298 -0.5064 0.0 0.2 -0.2
H -0.4394 2.2342 3.7173 0.0 0.3 -0.3
H -0.6562 4.6684 4.1576 0.0 0.0 0.0
H 1.5689 -1.8443 2.2190 -0.1 -0.2 0.3
H 3.6213 -2.1929 3.5677 -0.2 0.4 -0.2
H 4.9707 -0.2226 4.2817 -0.2 0.0 -0.3
H 4.3371 2.0687 3.5165 -0.3 -0.4 -0.2
H 2.2654 2.3839 2.1483 0.1 -0.3 0.5
H -0.5012 -1.9658 2.8306 0.2 -0.1 0.4
H -2.3695 -2.8506 4.2145 0.0 0.4 -0.3
H -4.4521 -1.5016 4.4495 0.2 0.0 -0.3
H -4.6930 0.6596 3.2268 0.5 -0.2 0.0
H -2.7693 1.5495 1.8949 0.0 -0.4 0.6
```
Forces are in eV/Å.



The following is a DFT calculation (the ωB97M-V functional and the def2-TZVPD basis) of C3H8O3Pt as an isolated structure at a distorted geometry.

M: 287.172 g mol⁻¹
frontier orbital gap (spin up / spin down): 9.45 / 7.86 eV
multiplicity: 4
energy above the lowest of the compared OMol25 structures with the same formula, charge and spin: 0.0 kcal per mole
F_max: 0.140 Eh/bohr
⟨S²⟩: 3.76
total charge: +1

```
15
Properties=species:S:1:pos:R:3:forces:R:3
H 1.2880 2.5021 0.2749 -3.7 -2.2 -1.9
O 2.9243 1.0796 0.2874 2.6 1.6 0.5
O 0.5336 1.8618 -0.3001 1.2 6.0 1.5
C -0.6530 1.4302 0.3401 -0.7 0.7 2.1
C -0.9903 0.0268 -0.1082 -1.3 0.4 -0.3
O 0.2239 -0.7251 -0.0920 -4.9 -3.2 0.9
C 0.0472 -2.1391 -0.1864 -0.2 -1.4 -0.2
Pt 1.6568 0.2871 -0.6106 6.6 -2.0 -2.3
H -1.4785 2.1207 0.1246 0.2 -0.2 0.0
H -0.4498 1.4450 1.4258 -0.4 -0.1 -0.3
H -1.4195 0.0108 -1.1211 0.2 -0.1 0.2
H -1.7148 -0.4207 0.5857 0.2 0.1 -0.1
H 1.0402 -2.5998 -0.1786 -0.2 0.2 0.0
H -0.5311 -2.4909 0.6771 0.2 0.2 -0.2
H -0.4771 -2.3885 -1.1187 0.1 0.1 0.2
```
Forces are in eV/Å.